Below is a gas-phase ion, C4H7ClN (charge +1), with properties calculated with wB97M-V/def2-TZVPD.

Geometry as XYZ:
```
13
Properties=species:S:1:pos:R:3:forces:R:3:mulliken_charge:R:1
C 0.25395 0.81609 -0.98468 1.49 0.95 -5.35 -0.218
C 0.52075 0.94493 -2.22652 -1.91 -1.28 9.67 0.510
C -1.37782 0.21197 0.80606 -1.20 -3.42 -0.73 -0.765
C 0.96138 -0.95344 0.45131 1.56 -1.16 1.32 -0.866
N 0.15983 0.30694 0.32690 -1.90 -0.23 1.53 -0.053
Cl 0.64273 1.35600 -3.70508 0.39 0.77 -3.29 -0.126
H -1.45078 -0.27913 1.84422 0.64 1.46 -1.27 0.358
H -1.94786 1.15458 0.64445 1.05 -0.53 0.33 0.355
H -1.92531 -0.63734 0.18784 1.44 1.92 0.68 0.334
H 1.92721 -0.82252 -0.07267 -0.71 0.22 0.05 0.392
H 1.28720 -1.10846 1.54612 -1.07 0.10 -1.57 0.326
H 0.46017 -1.82681 0.01428 -0.11 0.47 0.31 0.348
H 0.48854 0.83719 1.16777 0.33 0.73 -1.67 0.405
```
Forces are in eV/Å.

Computed properties:
- Charge: +1
- ΔE to the lowest compared entry with this formula, charge and spin: 94.8 kcal per mole
- HOMO energy: -14.2 eV
- Gap between HOMO and LUMO: 10.8 eV
- Spin multiplicity: 1
- SMILES: C[NH+](C)C#CCl